Entry from OMol25: C6H13AuF6I2N3O5S2Sb as an isolated structure at a distorted geometry (wB97M-V/def2-TZVPD).

Last column: Mulliken charge in e.
Positions of all 39 atoms, in Å:
1 Au 1.717 -0.501 -1.006  0.70
2 F 0.465 4.788 -1.158  -0.16
3 C 0.990 3.771 -0.520  0.72
4 F 2.126 3.414 -1.095  -0.16
5 F 1.227 4.105 0.739  -0.17
6 S -0.199 2.303 -0.494  0.51
7 O 0.508 1.196 -1.172  -0.50
8 O -1.418 2.640 -1.129  -0.59
9 N -0.424 1.978 1.026  -0.48
10 S 0.733 1.051 1.562  1.09
11 O 0.450 -0.322 1.198  -0.73
12 O 2.023 1.508 1.131  -0.24
13 C 0.619 1.143 3.424  0.54
14 F 1.440 0.240 3.933  -0.17
15 F -0.626 0.859 3.765  -0.19
16 F 0.945 2.341 3.854  -0.16
17 C -2.773 -0.128 -2.151  -0.95
18 Sb -2.221 0.088 -0.033  1.14
19 C -3.812 1.376 0.693  -1.06
20 C -2.758 -1.806 0.982  -1.01
21 H -3.854 -0.231 -2.192  0.43
22 H -2.295 -0.999 -2.593  0.38
23 H -2.464 0.783 -2.659  0.36
24 H -4.757 0.917 0.409  0.45
25 H -3.696 2.346 0.213  0.38
26 H -3.761 1.468 1.778  0.40
27 H -3.832 -1.900 0.894  0.45
28 H -2.454 -1.747 2.024  0.38
29 H -2.255 -2.630 0.490  0.37
30 I 4.401 -0.070 0.326  0.20
31 I 5.066 2.257 1.353  -0.13
32 N 3.528 -4.323 -1.241  -0.40
33 C 2.666 -3.356 -1.513  0.87
34 N 1.612 -3.613 -2.286  -0.34
35 O 2.869 -2.198 -1.010  -0.65
36 H 3.429 -5.256 -1.609  0.19
37 H 4.328 -4.115 -0.665  0.23
38 H 1.461 -4.515 -2.711  0.21
39 H 1.001 -2.861 -2.559  0.11

The value obtained for the LUMO energy (alpha / beta) is -10.68 / -10.72 eV. Its total energy is -3143.05916 Eh. As for the total charge: +2. The calculation puts the frontier orbital gap (alpha / beta) at 2.8 / 2.7 eV. The largest force on an atom is 3.84 eV/Å.

---

Entry from OMol25: C4H4N2O2S as an isolated structure at a distorted geometry (wB97M-V/def2-TZVPD).

Last column: Mulliken charge in e.
Positions of all 13 atoms, in Å:
1 C -0.232 1.409 -0.425  -0.17
2 C -0.244 0.186 -1.014  -0.03
3 C -0.515 1.457 0.957  -0.07
4 C 0.028 -1.125 -0.522  -0.88
5 N -1.095 0.511 1.524  -0.19
6 N 1.303 -1.355 0.075  0.97
7 O 1.450 -2.500 0.477  -0.57
8 O 1.997 -0.403 0.309  -0.54
9 S -1.396 -0.938 1.304  0.08
10 H -0.487 2.274 -1.144  0.29
11 H -0.408 0.108 -2.076  0.31
12 H -0.290 2.394 1.608  0.29
13 H -0.112 -2.019 -1.074  0.51

The value obtained for the LUMO energy is -1.23 eV. Its total energy is -812.78390 Eh. The calculation puts the frontier orbital gap at 8.0 eV. The largest force on an atom is 4.91 eV/Å.

---

Entry from OMol25: a 2-piece molecular cluster, C8H12N4 overall at a distorted geometry (wB97M-V/def2-TZVPD).

Last column: Mulliken charge in e.
Positions of all 24 atoms, in Å:
1 C 1.467 -1.014 1.434  -1.19
2 C 0.523 -1.954 0.817  0.54
3 C 0.805 -3.179 0.215  -0.46
4 N -0.478 -3.806 -0.002  -0.10
5 C -1.479 -2.882 0.341  -0.24
6 N -0.885 -1.821 0.873  -0.52
7 H 1.858 -1.155 2.397  0.38
8 H 1.277 -0.078 1.268  0.14
9 H 2.424 -0.937 0.951  0.44
10 H 1.693 -3.748 -0.032  0.38
11 H -0.374 -4.744 -0.228  0.18
12 H -2.475 -3.030 0.140  0.48
13 C -1.407 0.796 -0.661  -1.06
14 C -0.592 1.974 -0.780  0.67
15 C 0.189 2.652 0.195  -0.48
16 N 0.794 3.714 -0.438  -0.18
17 C 0.184 3.851 -1.709  -0.30
18 N -0.617 2.863 -1.961  -0.62
19 H -1.825 0.756 0.340  0.31
20 H -0.906 -0.210 -0.711  0.11
21 H -2.315 0.714 -1.250  0.39
22 H 0.484 2.371 1.207  0.39
23 H 1.214 4.582 0.138  0.29
24 H 0.440 4.285 -2.543  0.44

The SMILES is Cc1c[nH]cn1.Cc1c[nH]cn1. The value obtained for the LUMO energy is 0.92 eV. Its total energy is -530.96592 Eh. The calculation puts the frontier orbital gap at 9.0 eV. The largest force on an atom is 6.34 eV/Å.

---

Entry from OMol25: a 2-piece molecular cluster, C8H18NO3S overall at a distorted geometry (wB97M-V/def2-TZVPD).

Last column: Mulliken charge in e.
Positions of all 31 atoms, in Å:
1 O -4.042 -0.459 2.974  -0.52
2 C -4.069 -0.678 1.493  -0.40
3 C -3.348 -2.082 1.030  -0.60
4 C -1.862 -2.328 1.668  -0.64
5 C -0.751 -1.164 1.309  -0.25
6 C -0.440 -0.804 -0.268  -0.47
7 S 0.632 0.756 -0.014  0.04
8 C 0.027 1.073 1.759  -0.10
9 N -0.678 0.016 2.283  -0.01
10 H -3.905 0.534 3.067  0.32
11 H -3.696 0.274 0.892  0.26
12 H -5.226 -0.808 1.231  0.30
13 H -3.277 -2.228 -0.132  0.32
14 H -4.042 -2.959 1.446  0.33
15 H -1.463 -3.368 1.248  0.33
16 H -1.943 -2.360 2.856  0.32
17 H 0.256 -1.737 1.601  0.37
18 H 0.298 -1.500 -0.854  0.39
19 H -1.500 -0.568 -0.708  0.33
20 H 0.176 2.018 2.438  0.36
21 H -1.089 -0.032 3.251  0.32
22 C 3.934 1.454 -3.653  -0.30
23 C 4.461 2.480 -2.656  -0.46
24 O 4.058 2.104 -1.339  -0.52
25 O 2.513 1.376 -3.558  -0.50
26 H 4.202 1.725 -4.678  0.31
27 H 4.331 0.459 -3.430  0.24
28 H 4.030 3.465 -2.857  0.26
29 H 5.552 2.552 -2.692  0.32
30 H 4.560 1.306 -1.098  0.32
31 H 2.302 1.485 -2.610  0.31

The value obtained for the LUMO energy is -4.87 eV. Its total energy is -993.88015 Eh. As for the total charge: +1. The calculation puts the frontier orbital gap at 7.6 eV. The largest force on an atom is 4.84 eV/Å.

---

Please write out number 1 again, unchanged.
Entry from OMol25: C6H13AuF6I2N3O5S2Sb as an isolated structure at a distorted geometry (wB97M-V/def2-TZVPD).

Last column: Mulliken charge in e.
Positions of all 39 atoms, in Å:
1 Au 1.717 -0.501 -1.006  0.70
2 F 0.465 4.788 -1.158  -0.16
3 C 0.990 3.771 -0.520  0.72
4 F 2.126 3.414 -1.095  -0.16
5 F 1.227 4.105 0.739  -0.17
6 S -0.199 2.303 -0.494  0.51
7 O 0.508 1.196 -1.172  -0.50
8 O -1.418 2.640 -1.129  -0.59
9 N -0.424 1.978 1.026  -0.48
10 S 0.733 1.051 1.562  1.09
11 O 0.450 -0.322 1.198  -0.73
12 O 2.023 1.508 1.131  -0.24
13 C 0.619 1.143 3.424  0.54
14 F 1.440 0.240 3.933  -0.17
15 F -0.626 0.859 3.765  -0.19
16 F 0.945 2.341 3.854  -0.16
17 C -2.773 -0.128 -2.151  -0.95
18 Sb -2.221 0.088 -0.033  1.14
19 C -3.812 1.376 0.693  -1.06
20 C -2.758 -1.806 0.982  -1.01
21 H -3.854 -0.231 -2.192  0.43
22 H -2.295 -0.999 -2.593  0.38
23 H -2.464 0.783 -2.659  0.36
24 H -4.757 0.917 0.409  0.45
25 H -3.696 2.346 0.213  0.38
26 H -3.761 1.468 1.778  0.40
27 H -3.832 -1.900 0.894  0.45
28 H -2.454 -1.747 2.024  0.38
29 H -2.255 -2.630 0.490  0.37
30 I 4.401 -0.070 0.326  0.20
31 I 5.066 2.257 1.353  -0.13
32 N 3.528 -4.323 -1.241  -0.40
33 C 2.666 -3.356 -1.513  0.87
34 N 1.612 -3.613 -2.286  -0.34
35 O 2.869 -2.198 -1.010  -0.65
36 H 3.429 -5.256 -1.609  0.19
37 H 4.328 -4.115 -0.665  0.23
38 H 1.461 -4.515 -2.711  0.21
39 H 1.001 -2.861 -2.559  0.11

The value obtained for the LUMO energy (alpha / beta) is -10.68 / -10.72 eV. Its total energy is -3143.05916 Eh. As for the total charge: +2. The calculation puts the frontier orbital gap (alpha / beta) at 2.8 / 2.7 eV. The largest force on an atom is 3.84 eV/Å.